(1)
The following is a DFT calculation (ωB97M-V with the def2-TZVPD basis set) of a molecular structure, C27H59Br3ClFI2N5O13P4.

Results
Charge ... +1
HOMO energy ... -0.4100 hartree
E_LUMO ... -3.00 eV
Frontier orbital gap ... 8.16 eV
E ... -12558.64350 hartree

```
115
Properties=species:S:1:pos:R:3:forces:R:3
C -1.1559 -2.3471 4.7015 -0.6 0.3 -0.1
C -1.5473 -1.0143 4.0151 0.0 -1.2 -0.1
C -0.5804 0.1777 4.0812 -2.2 0.2 1.1
O 0.4950 0.5271 3.1763 0.6 1.3 -0.3
N 0.8495 -0.2179 2.0513 0.3 -2.5 -0.3
C -0.3328 -0.7539 1.2735 -1.5 -0.7 -0.6
I -0.4804 -2.7451 0.5305 0.6 0.2 0.6
C -1.4432 -0.0193 1.0851 0.4 0.7 0.0
C -1.7021 1.3841 1.5723 -0.6 -0.1 -0.1
I -3.1593 -0.7255 0.0621 0.3 0.3 0.3
C 1.6984 -1.3615 2.6963 0.0 -1.2 -0.2
C 2.6565 -1.1523 3.8810 0.6 0.5 0.1
C 2.4867 -0.6257 5.3098 1.2 0.1 3.1
N 2.3763 0.7972 5.5451 -0.3 0.0 -1.1
N 1.5489 -1.3519 6.1960 -0.7 -0.3 -1.4
N 3.8450 -0.9319 5.8920 0.0 -0.2 -0.9
C 2.6101 -2.1276 1.7088 1.4 -0.2 0.5
F 2.3230 -3.4642 1.8452 -0.4 0.1 -0.6
O 2.5644 -1.7689 0.3732 -0.7 0.4 1.0
C 2.5087 -0.3849 0.0290 -0.4 -1.2 -1.4
C 1.7939 -0.5035 -1.4272 2.1 -0.5 -0.3
Br 2.1745 -2.2978 -2.1920 -0.9 -0.3 0.4
C 2.2919 0.5062 -2.5336 -2.4 -0.4 -0.9
C 1.0163 0.8473 -3.3579 0.1 0.6 0.9
Br 3.5312 -0.2330 -3.8849 0.7 1.2 0.4
P 4.3513 -0.0266 -0.1465 2.1 -0.2 1.5
N 5.0348 -0.1318 1.2372 -0.9 0.0 0.2
O 4.6410 1.4253 -0.7765 -0.4 -0.7 -0.7
O 4.9949 -1.1609 -1.0896 -0.8 1.1 -0.3
C 1.7610 0.5410 1.0750 -0.2 1.8 0.3
Cl 0.8614 1.7254 0.0318 -0.1 -0.4 0.0
P 2.8452 2.0181 1.8035 1.2 0.5 -0.5
O 3.5913 1.5022 3.1073 -0.6 0.1 0.5
Br 1.4051 3.5286 2.7004 0.1 -0.5 0.1
H -1.3658 -2.2583 5.7674 0.4 -0.1 0.1
H -0.1356 -2.6785 4.5472 0.0 0.0 0.1
H -1.8478 -3.1073 4.3321 0.2 -0.1 0.0
H -1.9401 -1.2868 3.0388 0.2 0.4 -0.1
H -2.4370 -0.6914 4.5634 0.1 0.4 0.0
H -0.2222 0.2094 5.1102 1.0 -0.3 -0.4
H -1.2285 1.0591 4.0969 0.3 0.1 -0.6
H -0.8523 1.9153 1.9786 0.0 -0.1 0.0
H -2.1311 1.9575 0.7492 0.1 0.1 0.0
H -2.4982 1.3270 2.3215 0.0 0.0 0.0
H 0.9318 -2.0905 2.9570 -0.1 0.3 0.1
H 2.9825 -2.1834 4.0725 -0.5 -0.1 -0.1
H 3.5995 -0.7291 3.5330 -0.3 0.4 -0.1
H 2.1586 1.0219 6.5021 -0.1 0.0 0.0
H 1.8234 1.3111 4.8800 0.0 0.1 0.1
H 2.0046 -1.9653 6.8480 0.0 0.0 0.1
H 0.8667 -0.7573 6.6341 0.0 0.0 0.1
H 3.9937 -1.9374 5.9197 0.0 0.0 0.1
H 3.8340 -0.5992 6.8482 0.1 0.1 0.0
H 3.6582 -2.0922 2.0069 -0.1 0.5 0.3
H 0.7156 -0.5734 -1.3491 0.0 0.6 0.2
H 2.6368 1.4653 -2.1608 0.6 -0.3 0.2
H 1.2543 1.2426 -4.3404 -0.1 -0.2 -0.1
H 0.3103 0.0188 -3.3708 0.2 -0.1 -0.5
H 0.5215 1.6558 -2.8051 -0.1 -0.1 -0.1
H 5.7191 -0.8797 1.2236 0.1 0.1 0.3
H 4.9163 1.3760 -1.7053 -0.2 0.3 -0.1
H 5.4195 -0.7251 -1.8435 -0.1 -0.6 -0.4
H 4.5461 1.6548 3.0887 0.1 -0.3 -0.2
O -5.3034 -3.7837 0.7345 1.7 -1.6 2.8
P -6.4619 -4.6749 1.0154 -4.3 1.9 -4.9
O -6.5913 -5.5381 -0.3673 0.3 -0.1 0.7
C -5.5930 -6.5192 -0.6653 0.2 -0.2 -0.1
C -5.6948 -7.7390 0.2324 0.0 0.1 0.2
O -7.6608 -3.5825 0.8230 0.0 -0.2 0.4
C -7.3841 -2.1822 0.8812 -0.1 0.3 0.1
C -7.0715 -1.5771 -0.4663 0.0 -0.2 -0.3
O -7.3539 -5.6530 1.9297 2.6 0.2 0.9
C -8.7923 -5.6369 2.0063 -0.9 -0.1 0.4
C -9.4863 -6.0014 0.7154 0.3 0.1 -0.3
H -4.5992 -6.0672 -0.5910 0.0 0.1 0.0
H -5.7459 -6.8108 -1.7036 -0.1 0.1 0.0
H -5.4594 -7.4876 1.2696 0.0 0.0 0.0
H -4.9988 -8.5125 -0.0937 0.0 0.0 0.0
H -6.7060 -8.1442 0.2201 0.0 0.0 -0.1
H -6.5644 -1.9785 1.5696 0.0 -0.1 0.0
H -8.2797 -1.7239 1.3054 0.0 0.0 -0.1
H -6.2593 -2.1183 -0.9548 0.1 0.0 0.1
H -6.7851 -0.5305 -0.3419 0.0 0.0 0.0
H -7.9295 -1.6279 -1.1376 0.0 0.1 0.1
H -9.1419 -4.6834 2.3965 0.2 0.1 -0.2
H -9.0431 -6.3823 2.7623 0.3 -0.1 0.0
H -9.3263 -5.2564 -0.0611 0.0 0.0 0.0
H -10.5601 -6.0800 0.8904 0.0 0.0 0.1
H -9.1217 -6.9557 0.3350 -0.1 0.0 0.1
O 3.6603 3.4584 -6.0239 2.5 -1.8 2.2
P 4.1089 4.6679 -5.2740 -4.0 5.2 -3.3
O 2.6453 5.1848 -4.7117 0.3 -0.3 0.3
C 2.0190 4.4141 -3.6973 -0.2 0.0 0.1
C 2.7273 4.5456 -2.3630 0.1 -0.1 0.0
O 4.3708 5.6938 -6.5096 0.6 -0.3 0.5
C 4.5392 5.2490 -7.8591 -0.2 0.0 -0.4
C 3.2301 5.3259 -8.6159 -0.2 0.1 0.1
O 4.9252 5.6034 -4.2283 0.8 -2.9 0.5
C 5.2189 7.0005 -4.4162 0.6 0.7 0.0
C 4.0010 7.8932 -4.4583 -0.3 -0.2 -0.1
H 1.9710 3.3657 -4.0072 0.0 0.0 -0.1
H 0.9949 4.7798 -3.6118 0.0 0.1 -0.1
H 3.7288 4.1066 -2.4004 0.0 0.0 0.0
H 2.1682 4.0382 -1.5746 -0.1 0.0 0.0
H 2.8459 5.5940 -2.0935 0.0 0.0 0.0
H 4.9638 4.2474 -7.8935 -0.1 -0.1 0.1
H 5.2672 5.9185 -8.3209 0.0 0.1 0.2
H 2.4380 4.7851 -8.0980 0.1 -0.1 0.0
H 3.3395 4.9140 -9.6195 0.0 0.0 0.0
H 2.9045 6.3639 -8.6994 0.0 0.0 0.0
H 5.8510 7.1418 -5.2900 -0.1 -0.2 -0.1
H 5.8282 7.2792 -3.5547 0.0 -0.3 0.1
H 3.3858 7.7070 -5.3359 0.0 0.0 0.0
H 4.3174 8.9368 -4.4842 0.1 0.0 0.1
H 3.3746 7.7378 -3.5796 0.0 0.1 0.0
```
Positions in Å, forces in eV/Å.


(2)
The following is a DFT calculation (ωB97M-V with the def2-TZVPD basis set) of 10 unconnected molecules or ions with the total composition C43H110N6O15.

Results
Charge ... 0
HOMO energy ... -0.3092 hartree
E_LUMO ... 0.44 eV
Frontier orbital gap ... 8.85 eV
E ... -3161.00853 hartree
SMILES string ... CC1(C)CCCC(C)(C)N1O.COCCNCCOC.COCCNCCOC.COCCNCCOC.COCCNCCOC.COCCNCCOC.CO.CO.CO.CO

```
174
Properties=species:S:1:pos:R:3:forces:R:3
C -2.0738 2.1746 -1.6058 -0.8 0.4 -0.4
C -1.3804 0.8280 -1.5581 1.1 -0.3 -0.5
C -1.4162 0.2522 -2.9790 -1.4 -1.2 -0.3
C 0.0938 1.0615 -1.1796 0.8 0.9 1.0
C 0.8543 -0.1581 -0.6593 -0.9 -0.8 -1.9
C 0.0863 -0.7458 0.5026 0.4 0.0 -0.6
C -1.3649 -1.1445 0.1445 0.6 -0.3 -0.2
C -1.3801 -2.4365 -0.6962 0.8 0.3 -1.1
C -2.0185 -1.5059 1.4582 -2.1 1.1 0.4
N -1.9818 0.0124 -0.4974 0.2 0.7 1.1
O -3.3830 -0.0879 -0.5731 -0.1 -0.4 -0.6
H -1.6155 2.8991 -2.2829 0.6 -0.2 0.1
H -3.0600 2.0608 -2.0677 -0.2 -0.1 0.4
H -2.1530 2.6429 -0.6235 -0.1 -0.1 0.1
H -1.4036 1.0284 -3.7434 0.6 0.0 0.0
H -0.7319 -0.5717 -3.1933 0.6 0.5 0.1
H -2.3744 -0.2505 -3.1789 -0.2 0.3 0.3
H 0.6566 1.5714 -1.9648 -0.3 -0.3 -0.5
H 0.0999 1.8287 -0.3921 -0.1 -0.2 0.3
H 0.8449 -0.9140 -1.4622 -0.1 0.0 0.0
H 1.9355 -0.0418 -0.5641 -0.2 0.6 0.7
H 0.0909 0.0236 1.2769 -0.2 -0.4 0.4
H 0.6110 -1.6519 0.8156 -0.6 0.2 0.3
H -2.3515 -2.8107 -1.0186 -0.3 0.2 0.6
H -0.8128 -3.2069 -0.1711 -0.5 0.0 -0.1
H -0.8676 -2.2855 -1.6547 0.2 0.1 0.2
H -2.2410 -0.6332 2.0874 1.0 0.1 0.1
H -1.5071 -2.2764 2.0256 0.1 0.1 -0.2
H -3.0708 -1.7701 1.3138 0.3 -0.8 -0.3
H -3.7156 0.6057 0.0082 0.0 0.0 0.0
C -1.2904 -3.1720 4.4502 1.0 -0.7 0.1
O -1.1974 -1.7976 4.7292 -0.9 0.8 -0.3
C -1.7427 -1.4215 5.9892 1.2 -1.6 1.4
C -3.1085 -2.0374 6.3354 0.9 0.6 0.0
N -4.0226 -1.6934 5.2855 -0.8 0.2 0.2
C -5.2215 -2.5135 5.1710 0.7 0.2 -0.7
C -5.8565 -2.1720 3.8233 -0.9 -0.3 1.2
O -4.9901 -2.6218 2.8292 0.8 -0.1 -0.5
C -5.5664 -2.8782 1.5698 -1.0 -0.2 0.3
H -2.2862 -3.5555 4.2181 -0.1 0.3 0.0
H -0.8579 -3.7825 5.2555 -0.2 0.1 0.3
H -0.6123 -3.3716 3.6179 -0.2 0.1 -0.2
H -1.6521 -0.3557 6.1911 -0.5 0.2 -0.9
H -1.0107 -1.8255 6.7140 -0.3 -0.1 0.3
H -3.3760 -1.6411 7.3221 -0.3 0.3 -0.2
H -3.0054 -3.1109 6.5546 0.0 -0.2 -0.5
H -3.5693 -1.7122 4.3792 0.3 0.0 0.2
H -5.9234 -2.3395 5.9877 0.1 0.0 0.0
H -4.9170 -3.5714 5.1399 -0.4 -0.1 0.2
H -6.0410 -1.0912 3.7921 0.2 0.1 -0.3
H -6.8440 -2.6522 3.7972 0.1 -0.2 -0.3
H -6.1784 -3.7878 1.6135 0.0 0.0 0.1
H -4.8068 -3.0509 0.8125 0.2 0.3 0.1
H -6.2453 -2.0654 1.2925 0.2 0.1 -0.3
C 4.1365 -5.1412 2.9080 1.1 -0.5 -1.0
O 3.2444 -5.3459 3.9593 -0.3 0.5 0.2
C 3.6109 -4.5559 5.0728 -0.3 -0.1 0.8
C 3.5282 -3.0354 4.8956 -0.8 -1.4 0.1
N 2.1740 -2.6469 4.4710 0.6 1.0 -0.3
C 2.1820 -1.2114 4.1448 -1.3 0.3 -0.5
C 2.5161 -0.8915 2.6729 -0.4 -1.1 1.5
O 3.8702 -1.1867 2.4703 0.7 0.8 -0.6
C 4.3019 -0.9756 1.1034 -1.0 0.2 1.0
H 4.1110 -4.1829 2.3705 -0.3 0.3 0.7
H 3.9798 -5.8490 2.0870 -0.3 -0.3 0.5
H 5.1563 -5.3274 3.2799 0.0 0.2 -0.2
H 4.5805 -4.8682 5.4804 0.4 0.2 -0.5
H 2.9663 -4.8239 5.9160 -0.5 -0.1 -0.3
H 4.2080 -2.6908 4.1252 0.2 0.2 0.2
H 3.7573 -2.6458 5.8944 0.4 0.4 -0.1
H 1.5039 -2.7395 5.2257 0.1 -0.4 0.1
H 2.7539 -0.6133 4.8639 0.5 0.0 -0.2
H 1.1557 -0.8492 4.2754 -0.1 -0.1 0.0
H 2.1633 0.1221 2.4450 0.7 0.3 -0.1
H 1.8493 -1.5317 2.0780 0.4 -0.1 0.2
H 3.6616 -0.1789 0.7148 0.1 -0.2 -0.5
H 4.1575 -1.9356 0.6108 0.3 0.2 -0.6
H 5.3149 -0.5854 1.0588 0.2 -0.4 0.2
C -5.8419 3.1851 -5.4311 0.0 -0.3 0.3
O -5.8396 2.0861 -6.3071 -0.5 -0.1 -0.8
C -4.9801 1.0367 -5.9519 0.6 -0.5 0.2
C -5.0011 -0.1075 -6.9713 -0.1 -0.5 -0.7
N -3.7169 -0.7407 -7.3252 -0.5 0.8 0.0
C -2.9183 -1.1474 -6.1789 -0.7 -0.1 -0.8
C -1.8314 -2.0947 -6.6293 0.7 -0.4 1.5
O -0.8107 -1.4594 -7.3616 0.7 -0.6 -0.6
C 0.1724 -0.7773 -6.6031 -1.0 0.6 0.2
H -6.6173 3.0763 -4.6637 0.2 -0.1 0.2
H -6.0915 4.0922 -5.9800 0.2 0.0 -0.2
H -4.8596 3.2572 -4.9538 -0.1 0.4 0.1
H -5.2320 0.5927 -4.9836 0.0 0.3 0.2
H -3.9496 1.4147 -5.8967 0.1 0.1 0.1
H -5.4853 0.2075 -7.8976 0.2 0.3 0.0
H -5.6357 -0.9297 -6.6340 -0.1 0.1 0.4
H -3.1694 -0.1117 -7.9037 0.0 -0.1 0.0
H -3.6105 -1.6215 -5.4765 0.2 -0.2 0.1
H -2.4691 -0.2841 -5.6677 0.1 -0.2 0.2
H -2.1246 -2.9818 -7.1892 -0.6 0.4 -0.4
H -1.4436 -2.5352 -5.6918 0.4 0.1 -0.1
H 1.1468 -0.7095 -7.0790 -0.2 -0.4 -0.5
H 0.3147 -1.2472 -5.6259 -0.1 0.1 0.1
H -0.2105 0.2456 -6.5161 0.4 0.1 0.6
C 7.4103 5.4671 -0.7811 0.1 1.4 0.2
O 6.8054 4.8309 -1.8783 0.1 -0.4 0.6
C 5.6871 4.1013 -1.4414 -1.4 -0.3 0.2
C 4.9192 3.5570 -2.6490 0.4 -0.3 1.4
N 4.1389 2.3945 -2.2605 -0.1 -0.7 -0.8
C 3.2217 1.8914 -3.2853 0.5 -0.8 0.6
C 4.0036 1.3964 -4.5067 0.1 0.4 -0.3
O 3.1076 0.9583 -5.4868 -2.0 -0.3 0.2
C 3.5941 0.4595 -6.6962 1.4 -0.3 0.3
H 8.3042 6.0142 -1.0854 0.0 -0.3 -0.4
H 7.6990 4.8436 0.0702 -0.2 -0.5 -0.2
H 6.7385 6.2546 -0.4113 -0.1 -0.2 0.2
H 4.9702 4.6822 -0.8394 0.3 0.7 -0.1
H 5.9105 3.2948 -0.7316 0.7 -0.3 -0.4
H 5.7132 3.2127 -3.3108 -0.3 0.3 -0.6
H 4.2740 4.3479 -3.0424 0.3 0.1 -0.5
H 3.6848 2.3743 -1.3612 0.1 0.6 0.1
H 2.4448 2.6058 -3.5801 0.1 0.1 -0.2
H 2.7378 1.0370 -2.8081 -0.3 -0.1 -0.3
H 4.6969 0.5880 -4.2535 0.1 0.2 0.3
H 4.5494 2.2625 -4.9038 0.3 -0.2 -0.1
H 2.8562 0.4833 -7.4949 -0.1 0.8 0.1
H 3.8673 -0.6077 -6.6822 0.1 0.0 0.6
H 4.5214 1.0168 -6.8854 -0.2 -0.1 -0.8
C -1.1048 2.2426 3.0572 -1.3 -0.3 -0.3
O -0.2904 3.1191 2.3272 -0.4 -0.1 0.6
C 0.2261 4.2741 2.9910 0.7 0.4 -1.7
C 1.6340 4.3179 2.4089 1.2 0.5 1.1
N 2.4805 3.1708 2.7368 -0.4 -0.4 -0.6
C 3.2836 3.0709 3.9332 0.3 -0.2 0.1
C 4.5595 3.9493 3.8470 -1.6 -1.3 0.8
O 4.2939 5.2420 4.2935 -0.3 0.7 0.1
C 5.3699 6.1689 4.2409 0.0 -0.8 0.2
H -2.1838 2.4387 2.9305 0.1 0.7 0.3
H -0.8644 2.2401 4.1207 0.1 -0.2 0.0
H -1.0996 1.2474 2.6039 0.9 -0.1 0.2
H 0.2145 4.3336 4.0811 -0.1 -0.8 0.1
H -0.2730 5.1860 2.6390 -0.4 -0.2 0.0
H 2.1395 5.2314 2.7400 0.0 0.0 0.0
H 1.6156 4.3309 1.3205 -0.5 0.2 0.0
H 1.9247 2.3451 2.5544 0.2 -0.1 0.2
H 3.6887 2.0560 4.0225 -0.1 -0.1 -0.7
H 2.7292 3.1020 4.8832 0.1 0.9 0.1
H 4.7944 3.8872 2.7807 0.7 0.2 0.1
H 5.2334 3.4179 4.5323 0.7 0.4 -0.4
H 6.2813 5.6601 3.9168 0.0 0.2 -0.3
H 5.5825 6.5317 5.2480 -0.2 0.2 0.0
H 5.0898 6.9877 3.5818 0.2 0.1 -0.1
C -0.5844 5.6062 -0.5599 -1.4 0.3 0.6
O -0.8002 6.9220 -0.0364 0.8 -0.1 0.2
H -0.1861 5.6706 -1.5726 0.1 -0.4 0.0
H -0.0534 4.9361 0.1198 0.5 0.3 -0.2
H -1.6025 5.2089 -0.5287 0.1 -0.3 -0.7
H 0.0683 7.3244 0.0768 -0.2 0.1 0.0
C -5.7784 -2.2573 -2.8149 -0.5 0.8 -1.1
O -4.9500 -1.1669 -3.2256 0.4 -0.4 0.5
H -6.6973 -2.0253 -3.3607 -0.2 -0.4 0.2
H -5.4083 -3.2135 -3.1917 0.1 -0.1 0.3
H -6.0185 -2.2754 -1.7511 0.3 0.0 0.1
H -4.1437 -1.1718 -2.6929 -0.2 0.2 0.1
C -2.8820 -5.8163 -0.9747 -1.2 0.8 -1.0
O -3.9619 -6.6360 -0.5314 0.5 -0.1 0.4
H -3.3275 -4.9004 -1.3853 0.2 0.2 0.1
H -2.2357 -5.4952 -0.1653 0.1 -0.5 0.2
H -2.3600 -6.2517 -1.8281 0.4 -0.3 0.4
H -4.4119 -6.9624 -1.3142 0.0 0.0 0.0
C 1.4024 -4.4433 0.8062 0.9 0.7 0.6
O 2.2998 -3.4444 0.3064 0.4 -0.4 -0.3
H 1.8368 -5.4172 0.5860 -0.3 0.0 -0.6
H 1.4336 -4.4274 1.9027 -0.6 0.2 0.0
H 0.4235 -4.2330 0.3742 0.0 -0.8 0.3
H 2.0299 -2.5825 0.6325 0.0 -0.2 0.0
```
Positions in Å, forces in eV/Å.


(3)
The following is a DFT calculation (ωB97M-V with the def2-TZVPD basis set) of a molecular structure, C20H19Cl3MoN4O5S5.

Results
Charge ... 0
HOMO energy (spin up / spin down) ... -0.2750 / -0.2734 hartree
E_LUMO (spin up / spin down) ... -1.12 / -1.07 eV
Frontier orbital gap (spin up / spin down) ... 6.36 / 6.37 eV
E ... -4808.52059 hartree

```
57
Properties=species:S:1:pos:R:3:forces:R:3
Mo -0.2697 0.4580 -0.2982 -0.2 -0.1 0.2
N 0.0905 2.6664 -0.8935 -0.1 0.0 0.0
C -0.5401 3.8126 -0.2028 0.1 0.0 0.0
C 0.2380 4.1688 1.0624 0.0 0.0 -0.1
N 0.5507 3.0175 1.8741 -0.1 0.0 0.0
C -0.3786 2.6683 2.9309 0.0 0.0 -0.1
C -1.6563 2.0221 2.4226 0.1 -0.1 0.0
N -1.4075 0.7483 1.7069 -0.1 0.2 0.1
H -0.2780 2.6127 -1.8386 0.0 0.0 -0.1
H 1.0881 2.8305 -0.9977 0.1 0.0 0.1
H -0.5592 4.6922 -0.8514 0.0 0.0 0.0
H -1.5726 3.5371 0.0032 0.0 0.0 0.0
H 1.1779 4.6321 0.7498 0.0 0.0 0.0
H -0.3214 4.9376 1.6141 0.0 0.0 0.0
H 1.4978 3.0262 2.2089 0.1 0.0 0.0
H 0.1232 1.9717 3.6036 0.0 0.0 0.0
H -0.6779 3.5482 3.5222 0.0 0.0 0.0
H -2.3079 1.8424 3.2826 0.0 0.0 0.0
H -2.1876 2.6926 1.7563 0.0 0.1 -0.1
H -0.8950 0.1369 2.3463 0.0 0.0 0.0
H -2.3029 0.3070 1.5265 -0.1 0.0 0.0
S 2.9240 -5.5698 -2.7299 0.1 -0.1 0.0
C 2.0946 -4.2314 -2.3089 -0.1 0.2 0.1
S 0.8195 -4.2237 -1.1273 0.0 0.0 -0.1
C 0.4852 -2.5127 -1.1682 0.1 -0.1 -0.1
C 1.2245 -1.7791 -2.0151 0.0 -0.1 0.0
S 1.1067 -0.0345 -2.0990 0.1 0.0 -0.1
S 2.4088 -2.6490 -2.9614 -0.1 0.0 0.0
S -0.6995 -1.8263 -0.0886 -0.2 0.0 0.1
Cl -7.2219 -0.8014 -3.2796 0.0 0.0 0.0
C -5.6779 -0.3270 -2.6535 0.0 0.0 0.0
C -5.6089 0.5548 -1.5957 -0.1 0.1 0.1
C -4.3670 0.9166 -1.1120 0.3 0.0 0.0
Cl -4.3057 2.0239 0.2217 0.0 0.0 0.1
C -3.1549 0.4362 -1.6382 -0.2 -0.1 0.2
O -1.9936 0.8407 -1.1098 -0.2 -0.1 -0.5
C -3.2905 -0.4487 -2.7269 0.3 0.2 0.2
Cl -1.8922 -1.0703 -3.5174 0.1 0.0 0.0
C -4.5251 -0.8279 -3.2220 0.0 -0.1 -0.1
H -6.5068 0.9566 -1.1478 0.0 0.0 0.0
H -4.5761 -1.5104 -4.0588 0.0 0.0 0.0
O 0.8708 -0.5448 2.9957 -0.2 0.0 0.6
C 1.4435 -0.5451 1.9347 0.2 -0.4 -0.4
O 1.1772 0.3204 0.9760 0.3 0.3 -0.1
C 2.4739 -1.5618 1.5665 0.1 0.1 -0.2
C 2.5275 -2.7769 2.2384 -0.1 0.0 0.1
C 3.4048 -3.7651 1.8182 0.0 0.0 0.0
C 4.2562 -3.5368 0.7486 0.1 0.0 -0.1
C 4.2128 -2.3048 0.1171 0.0 0.0 0.3
C 3.3244 -1.3190 0.4957 0.0 0.0 0.0
N 5.1525 -2.0262 -0.9831 -0.3 -0.1 -0.3
O 5.1562 -0.9047 -1.4479 0.1 0.1 0.1
O 5.8297 -2.9445 -1.3906 0.1 -0.1 0.1
H 1.8547 -2.9382 3.0712 0.0 0.0 0.0
H 3.4239 -4.7228 2.3209 0.0 0.0 0.0
H 4.9460 -4.2890 0.3931 0.0 0.0 0.0
H 3.2911 -0.3868 -0.0445 0.0 0.1 0.0
```
Positions in Å, forces in eV/Å.